Molecular formula: C30H32BrN5O4SiW
Method: DFT, ωB97M-V with the def2-TZVPD basis set

Properties
<S²>   2.013
M   818.45 g mol⁻¹
Kohn-Sham gap (spin up / spin down)   0.2078 / 0.2194 Eh
HOMO energy (spin up / spin down)   -0.4749 / -0.4735 Ha

ORCA input file:
```
! RIJCOSX wB97M-V def2-TZVPD def2/J DEFGRID3
* xyz 2 3
W 0.19727 0.66402 0.86964
Br -3.26303 0.27346 2.57168
C -1.58974 0.67530 3.57273
C -1.79251 0.87464 4.95906
C -0.63762 1.01265 5.75313
C 0.61713 1.01950 5.14935
C 0.70344 1.00177 3.80537
N -0.38494 0.78161 2.97015
C 2.03035 1.27950 3.07450
O 3.06902 1.44373 3.69298
O 1.89445 1.34521 1.76432
H -2.84374 0.73205 5.22493
H -0.79142 1.15825 6.76700
H 1.60959 1.12144 5.67126
N -0.48367 2.85272 0.19881
C -1.82556 2.55100 -0.34544
C -2.60636 3.71856 -0.92647
C -1.75589 4.65429 -1.92349
C -2.24566 4.67567 -3.37983
N -2.15574 3.35645 -3.90816
C -1.70023 2.88821 -5.13893
N -1.35384 3.71766 -6.11526
N -1.52136 1.54472 -5.27316
C -1.72097 1.29736 -1.25630
O -2.41043 1.13464 -2.25657
O -0.87996 0.37622 -0.78369
H -0.51652 3.63646 0.85105
H 0.12597 3.32357 -0.48424
H -2.34881 2.23176 0.54651
H -3.00543 4.37081 -0.14730
H -3.50857 3.28182 -1.37215
H -0.74967 4.24689 -1.86854
H -1.77553 5.66719 -1.49132
H -1.52153 5.33990 -3.96107
H -3.21529 5.06462 -3.54916
H -2.45339 2.56440 -3.24111
H -1.65046 4.70001 -5.99649
H -1.40748 3.49371 -7.09429
H -1.89695 1.04232 -4.43424
H -1.50049 1.12014 -6.13500
C -2.23632 -4.50202 2.18619
C -0.91747 -4.87353 2.25715
C 0.06058 -4.20373 1.58838
C -0.15389 -2.90267 1.13424
C -1.49207 -2.43052 1.15605
C -2.53820 -3.19613 1.66051
Si 1.18005 -1.63379 0.55703
C 1.26638 -1.80746 -1.31647
C 0.32949 -2.51193 -2.05879
C 0.46887 -2.64882 -3.42130
C 1.59342 -2.21299 -4.08296
C 2.67904 -1.65917 -3.33930
C 2.43363 -1.35765 -1.98110
C 2.77445 -2.10220 1.56101
C 3.90542 -2.57595 0.88397
C 4.97265 -3.14211 1.51862
C 5.02669 -3.13307 2.91331
C 3.89715 -2.67697 3.64962
C 2.76719 -2.18766 2.98372
H -3.03226 -5.07197 2.58647
H -0.64650 -5.74105 2.82390
H 1.08511 -4.61913 1.58400
H -1.72154 -1.43336 0.67766
H -3.51273 -2.78603 1.57615
H -0.58077 -2.82351 -1.55800
H -0.34409 -3.11092 -3.96277
H 1.73434 -2.33395 -5.17743
H 3.67274 -1.64573 -3.84264
H 3.15230 -0.75592 -1.42411
H 3.99801 -2.47348 -0.18025
H 5.77106 -3.56694 0.93545
H 5.91998 -3.39398 3.39955
H 3.81630 -2.83184 4.69799
H 1.93657 -1.88804 3.65394
*
```



Molecular formula: C5H9NO
Method: DFT, ωB97M-V with the def2-TZVPD basis set

Properties
M   99.13 g mol⁻¹
Kohn-Sham gap (spin up / spin down)   0.2448 / 0.2371 Eh
HOMO energy (spin up / spin down)   -0.2419 / -0.2345 Ha

ORCA input file:
```
! RIJCOSX wB97M-V def2-TZVPD def2/J DEFGRID3
* xyz 0 1
C -0.52725 0.27200 0.30797
C 0.24940 0.74362 1.51801
C -0.84841 1.24570 -0.80494
C -0.94794 -1.00494 0.23078
C 1.66608 -1.58267 -1.12946
N 1.38995 -0.42467 -0.74867
O -1.21803 -2.11218 0.11911
H -2.01697 0.10953 0.97688
H -0.29550 1.55470 2.00176
H 0.41452 -0.05609 2.23745
H -1.40541 0.77626 -1.61350
H 0.10486 1.59882 -1.19371
H -1.43121 2.07412 -0.40138
H 1.21352 1.09177 1.15220
H 2.62842 -1.80444 -1.63219
H 1.02398 -2.48153 -1.02030
*
```



Molecular formula: C47H51Ge2N9RbS
Method: DFT, ωB97M-V with the def2-TZVPD basis set

Properties
<S²>   0.771
M   1004.74 g mol⁻¹
Kohn-Sham gap (spin up / spin down)   0.1855 / 0.1678 Eh
HOMO energy (spin up / spin down)   -0.0544 / -0.0543 Ha

ORCA input file:
```
! RIJCOSX wB97M-V def2-TZVPD def2/J DEFGRID3
* xyz -2 2
Rb 0.70050 0.14913 -0.46379
C -1.12920 3.46984 -1.82418
N 0.07929 2.66775 -1.79353
C 0.66090 2.43601 -2.91116
C 1.90468 1.73748 -3.10763
C 2.50693 1.52920 -4.36063
C 3.71031 0.86866 -4.10485
C 3.76028 0.72005 -2.70799
N 2.68657 1.23944 -2.09740
C -0.91347 4.76922 -1.08304
C -0.30835 4.75441 0.17388
C -0.09754 5.93048 0.87350
C -0.49215 7.14893 0.33043
C -1.08633 7.17640 -0.92133
C -1.28855 5.99212 -1.62371
H -1.92585 2.91763 -1.31388
H -1.47776 3.67559 -2.84804
H 0.19913 2.79309 -3.84567
H 2.09940 1.81872 -5.31992
H 4.44090 0.52338 -4.82237
H 4.54107 0.23959 -2.12891
H 0.01696 3.80752 0.58896
H 0.36978 5.89470 1.85081
H -0.33796 8.06816 0.88288
H -1.39076 8.12116 -1.35755
H -1.74362 6.01781 -2.60822
S -3.00784 0.66363 0.01306
C -2.53399 1.69439 1.23822
N -3.00551 2.96330 1.24955
N -2.74284 3.66804 2.32450
C -3.09043 5.00775 2.36834
C -2.81550 5.71892 3.53780
C -3.13309 7.06345 3.61652
C -3.72801 7.71024 2.53955
C -3.99646 6.99421 1.37792
C -3.68351 5.65041 1.28057
N -1.66124 1.25153 2.22648
N -1.38694 2.01235 3.40190
C -0.05512 2.19398 3.66046
C 0.23483 3.11624 4.69770
C 1.52768 3.43545 5.05154
C 2.61529 2.84785 4.40469
C 2.35052 1.91820 3.41028
C 1.05534 1.57895 3.04191
H -2.19684 3.14591 3.07613
H -2.34031 5.20952 4.36798
H -2.91042 7.61083 4.52449
H -3.96985 8.76396 2.60061
H -4.44216 7.49428 0.52664
H -3.86460 5.08748 0.37629
H -0.60490 3.57003 5.21382
H 1.69488 4.15845 5.84344
H 3.63182 3.10942 4.66964
H 3.17010 1.43547 2.88851
H 0.93871 0.78447 2.31824
C 3.08901 -4.13510 -0.98373
Ge 1.66165 -4.06794 -2.37029
C 1.46835 -5.97708 -2.88986
C 2.57078 -3.22526 -3.92263
Ge -0.25172 -2.76429 -1.49415
C -0.83575 -4.26469 -0.26660
C -0.18452 -4.38386 0.96777
C -0.50485 -5.38476 1.87409
C -1.51047 -6.29875 1.57994
C -2.18327 -6.19181 0.37034
C -1.84592 -5.19171 -0.53578
C -1.59784 -3.05679 -2.97838
C -2.91069 -2.62780 -2.74299
C -3.90313 -2.71972 -3.70996
C -3.60636 -3.23358 -4.96673
C -2.31096 -3.65378 -5.23407
C -1.32966 -3.56846 -4.25141
H 4.00008 -4.57028 -1.40729
H 2.77221 -4.73789 -0.12865
H 3.30678 -3.12545 -0.62794
H 2.44351 -6.38397 -3.17400
H 0.78243 -6.08797 -3.73236
H 1.07197 -6.55551 -2.05271
H 3.60692 -3.57025 -3.99228
H 2.57981 -2.13796 -3.82038
H 2.06524 -3.47249 -4.85932
H 0.57735 -3.65607 1.23308
H 0.01712 -5.44140 2.82389
H -1.77368 -7.07542 2.28975
H -2.97568 -6.89350 0.12874
H -2.37923 -5.13737 -1.47950
H -3.16002 -2.20501 -1.77321
H -4.90824 -2.37801 -3.48660
H -4.37428 -3.29934 -5.72958
H -2.06266 -4.05309 -6.21226
H -0.32767 -3.91143 -4.48803
N 2.82053 -1.09227 1.19840
C 3.81767 -1.23845 1.75996
N 4.94412 -1.44701 2.42727
C 4.88781 -1.51397 3.89214
C 5.45098 -2.85591 4.37324
C 5.08318 -3.94627 3.37051
C 5.83208 -3.72483 2.04961
C 5.99407 -2.22047 1.76812
H 3.84186 -1.41896 4.18398
H 5.43022 -0.66982 4.32645
H 5.05363 -3.07086 5.36633
H 6.53990 -2.79948 4.47194
H 4.00542 -3.90939 3.18944
H 5.30112 -4.93841 3.76783
H 5.29260 -4.20195 1.23025
H 6.82429 -4.18249 2.09940
H 5.94795 -2.00939 0.70173
H 6.95488 -1.84993 2.13320
N -0.87036 -1.11789 2.21021
C -1.29351 -0.04472 2.18832
*
```



What did we get for energy above the lowest of the compared OMol25 structures with the same formula, charge and spin? Answer: 0.000 6.840 1.463 eV, in the order shown.